Record 1
{"formula": "C20H50N2O6", "method": "ωB97M-V with the def2-TZVPD basis set", "elements": ["C", "O", "H", "H", "H", "H", "C", "O", "H", "H", "H", "H", "O", "H", "H", "O", "H", "H", "C", "C", "C", "C", "C", "C", "N", "O", "C", "C", "C", "H", "H", "H", "H", "H", "H", "H", "H", "H", "H", "H", "H", "H", "H", "H", "H", "H", "H", "H", "C", "C", "C", "C", "C", "C", "N", "O", "C", "C", "C", "H", "H", "H", "H", "H", "H", "H", "H", "H", "H", "H", "H", "H", "H", "H", "H", "H", "H", "H"], "xyz": [[-3.48743, -1.94953, -0.57272], [-2.46587, -1.43575, 0.25593], [-4.35030, -2.13182, 0.06785], [-3.80417, -1.16234, -1.25689], [-3.21593, -2.84282, -1.13525], [-2.51504, -2.10953, 0.93798], [-3.78162, 1.46248, -0.03235], [-3.72504, 0.56346, -1.06942], [-3.46402, 1.03818, 0.92012], [-3.09448, 2.28241, -0.24123], [-4.80912, 1.81806, 0.04453], [-2.88325, 0.10238, -1.08908], [-0.95976, -0.49561, -1.38039], [-0.39586, -1.26868, -1.40528], [-1.81613, -0.83164, -1.11590], [0.30362, -0.19904, -3.08217], [-0.19130, -0.49714, -2.31902], [-0.35515, 0.18630, -3.65990], [4.14770, -1.80652, 0.76059], [2.72494, -2.10638, 1.10006], [1.98189, -0.69627, 1.33523], [0.47105, -0.82805, 1.35424], [0.01560, -1.55285, 0.07104], [0.70167, -2.90376, -0.08944], [2.14722, -2.73811, -0.13810], [2.87992, -3.88209, -0.61958], [0.22060, -3.91417, 0.94962], [0.14593, -3.48942, -1.44847], [2.60537, -2.98423, 2.44079], [4.28534, -1.19667, -0.13230], [4.75324, -2.66623, 0.47369], [4.61245, -1.33788, 1.62804], [2.08115, -0.36794, 2.36987], [2.24340, 0.06167, 0.59682], [-0.13605, 0.07316, 1.44003], [0.34955, -1.43378, 2.25225], [0.38250, -0.83979, -0.66722], [-1.07090, -1.62142, 0.01712], [-0.78192, -4.23937, 0.67156], [0.90186, -4.72016, 1.22232], [-0.04291, -3.56304, 1.94730], [0.77313, -4.29963, -1.82031], [-0.84290, -3.93621, -1.34503], [0.23765, -2.91128, -2.36795], [3.32893, -2.62859, 3.17434], [2.85465, -4.04396, 2.38662], [1.63913, -2.95773, 2.94457], [3.25854, -3.67900, -1.47807], [-0.47089, 2.33780, -2.79483], [0.00994, 2.84809, -1.38654], [-0.77174, 4.12848, -1.09064], [-0.53886, 4.58156, 0.37947], [-0.85825, 3.43805, 1.38450], [-0.12182, 2.07359, 1.10033], [-0.23764, 1.83517, -0.30811], [0.36468, 0.68737, -0.62140], [1.36253, 2.10062, 1.67282], [-1.06251, 1.17729, 1.96922], [1.47336, 3.26076, -1.59172], [-0.39156, 3.21258, -3.44025], [-1.48525, 1.94849, -2.88203], [0.20286, 1.61187, -3.25000], [-0.43111, 4.88541, -1.79714], [-1.84969, 3.97984, -1.15393], [-1.20315, 5.42927, 0.54744], [0.49714, 4.88529, 0.52952], [-1.92719, 3.34874, 1.19087], [-0.72264, 3.89013, 2.36702], [1.36064, 2.08995, 2.76277], [1.84134, 1.17061, 1.36637], [1.95231, 2.89972, 1.22370], [-2.07412, 1.04213, 1.58650], [-0.68154, 0.15913, 2.04881], [-1.27961, 1.56965, 2.96271], [2.19497, 2.45451, -1.72344], [1.82639, 3.70478, -0.66096], [1.51181, 3.86300, -2.49942], [-0.34828, 0.06647, -0.78805]], "relative_energy_kj_mol": 1872.0, "charge": 0, "e_lumo_ev": 0.130, "total_energy_ha": -1352.17524, "gap_ev": 7.58, "e_homo_ev": -7.45, "multiplicity": 1}

=====

Record 2
{"formula": "H3NO3P2", "method": "ωB97M-V with the def2-TZVPD basis set", "elements": ["N", "O", "O", "O", "P", "P", "H", "H", "H"], "xyz": [[0.31348, 0.15906, 0.74805], [-0.46947, -0.26773, -1.64804], [1.03299, -2.04795, -0.56429], [-1.35311, -1.83719, 0.19199], [0.09561, 1.55123, -0.17790], [-0.14891, -1.17953, -0.50833], [1.67222, -0.01848, 0.98740], [-1.21090, 1.29164, -0.06192], [0.06809, 2.34895, 1.03303]], "relative_energy_kj_mol": 168.0, "charge": -2, "e_lumo_ev": 7.702, "total_energy_ha": -964.96559, "gap_ev": 7.06, "e_homo_ev": 0.64, "multiplicity": 1}

=====

Record 3
{"formula": "C23H39O2SiW", "method": "ωB97M-V with the def2-TZVPD basis set", "elements": ["O", "C", "C", "H", "H", "C", "H", "H", "C", "H", "H", "H", "C", "H", "H", "H", "W", "C", "C", "C", "H", "C", "C", "H", "H", "H", "H", "C", "C", "C", "H", "C", "C", "H", "H", "H", "H", "O", "C", "C", "H", "H", "C", "H", "H", "C", "H", "H", "H", "H", "C", "Si", "C", "C", "C", "H", "H", "H", "H", "H", "H", "H", "H", "H", "H", "H"], "xyz": [[-0.37118, 0.40478, -5.76464], [-0.69266, 1.62382, -6.52904], [-0.17317, 1.03825, -7.84057], [-0.13852, 2.51012, -6.18816], [-1.78208, 1.81096, -6.53936], [-0.08355, -0.26906, -7.03634], [0.79499, 1.44257, -8.15341], [-0.89587, 0.98516, -8.65876], [1.19762, -1.04510, -7.14402], [2.07496, -0.48700, -6.82202], [1.33356, -1.33466, -8.19200], [1.11034, -1.96594, -6.56297], [-1.22904, -1.18422, -7.42896], [-2.14462, -0.60254, -7.60248], [-1.39963, -1.94483, -6.65951], [-0.96635, -1.69389, -8.36293], [-0.25714, 0.02718, -0.76686], [-2.43764, -0.50363, 0.17075], [-2.33580, 0.79954, 0.73236], [-2.05306, 1.72756, -0.31150], [-2.52762, 1.05192, 1.77882], [-2.06651, 1.01380, -1.57101], [-2.32979, -0.38913, -1.26987], [-2.56298, -1.16152, -1.99941], [-2.71720, -1.41573, 0.70483], [-1.96085, 2.80801, -0.19789], [-2.09609, 1.44508, -2.56839], [0.74106, -1.65352, 0.95090], [-0.01219, -2.14978, -0.17784], [0.74295, -1.85520, -1.37780], [-0.87655, -2.80575, -0.13606], [1.96881, -1.20286, -0.95370], [1.94128, -1.07636, 0.45494], [2.71088, -0.60303, 1.05764], [0.46636, -1.76805, 1.99808], [0.50332, -2.23114, -2.36659], [2.79429, -0.94207, -1.60773], [2.42117, 0.59879, -4.97383], [1.60553, -0.23277, -4.08502], [0.80022, 0.67909, -3.16097], [2.27265, -0.94136, -3.56052], [0.93576, -0.88447, -4.67645], [1.00607, 2.10439, -3.69237], [1.32228, 0.66475, -2.18086], [-0.25452, 0.35505, -3.13676], [2.35622, 1.93844, -4.40168], [1.02834, 2.82672, -2.87310], [0.18854, 2.38152, -4.37641], [3.13117, 2.03125, -3.61478], [2.57173, 2.69361, -5.16601], [2.93951, 1.72179, 2.38445], [1.34960, 2.35603, 1.61436], [-0.03916, 1.86433, 2.76560], [1.48340, 4.23836, 1.59403], [1.03447, 1.77187, -0.15210], [3.24349, 2.38725, 3.20570], [3.77959, 1.68991, 1.67704], [2.81761, 0.71877, 2.81211], [0.23445, 2.11103, 3.80040], [-0.96435, 2.40359, 2.53466], [-0.24470, 0.78826, 2.72102], [2.27573, 4.59185, 0.91798], [0.54279, 4.71730, 1.29085], [1.72941, 4.61406, 2.59638], [2.03989, 1.59800, -0.60626], [0.62756, 2.65498, -0.70248]], "relative_energy_kj_mol": 0.0, "charge": 1, "e_lumo_ev": [-3.409, -4.095], "total_energy_ha": -1406.46130, "gap_ev": [6.65, 7.83], "e_homo_ev": [-10.05, -11.93], "multiplicity": 3}

=====

Record 4
{"formula": "C4H15N2O2", "method": "ωB97M-V with the def2-TZVPD basis set", "elements": ["N", "C", "C", "C", "O", "C", "N", "H", "H", "H", "H", "H", "H", "H", "H", "H", "H", "H", "H", "H", "H", "H", "O"], "xyz": [[-0.36084, -1.47897, 1.01963], [-0.39201, 0.05085, 1.13758], [-0.69025, 0.58578, -0.29066], [-2.14606, 0.50351, -0.72192], [0.18296, -0.17128, -1.14058], [1.00572, 0.56607, 1.61795], [1.31130, -0.15058, 2.88299], [0.00832, -1.84923, 0.00342], [0.18774, -1.89732, 1.81214], [-1.22720, -1.96997, 1.03032], [-1.22095, 0.29034, 1.85780], [-0.27693, 1.67674, -0.24115], [-3.05184, 0.40605, -0.01573], [-2.58300, 1.48379, -1.15330], [-2.34949, -0.18729, -1.51229], [0.31869, 0.31195, -2.01148], [1.03096, 1.70123, 1.67354], [1.81424, 0.20471, 0.87532], [0.84543, 0.27596, 3.68234], [2.26683, -0.13556, 3.00939], [1.39280, 0.59169, -4.38838], [1.05030, -0.70557, -3.65324], [0.87660, 0.29279, -3.70251]], "relative_energy_kj_mol": 214.5, "charge": 0, "e_lumo_ev": [0.555, 0.433], "total_energy_ha": -421.22753, "gap_ev": [3.39, 10.55], "e_homo_ev": [-2.84, -10.11], "multiplicity": 2}

=====

Record 5
{"formula": "C37H27F5N9SSeSr", "method": "ωB97M-V with the def2-TZVPD basis set", "elements": ["Sr", "S", "C", "C", "C", "C", "C", "C", "C", "C", "C", "N", "H", "H", "H", "H", "H", "H", "C", "C", "C", "C", "C", "C", "N", "N", "C", "C", "C", "C", "C", "C", "H", "H", "H", "H", "H", "H", "H", "H", "H", "N", "C", "C", "N", "C", "C", "N", "C", "C", "N", "H", "H", "H", "H", "H", "H", "F", "C", "C", "F", "C", "F", "C", "Se", "C", "F", "C", "F", "C", "C", "N", "C", "C", "N", "H", "H", "H", "H", "H", "H"], "xyz": [[0.24874, -0.42238, 0.19673], [1.09951, -5.14850, -0.95234], [1.64109, -4.99795, 0.66698], [1.34934, -3.77901, 1.20104], [0.66285, -2.87735, 0.32414], [0.45769, -3.47912, -0.88074], [-0.09648, -2.88362, -2.08469], [-0.51801, -3.64222, -3.18695], [-0.94124, -3.00003, -4.33275], [-0.92100, -1.61152, -4.38946], [-0.50878, -0.93361, -3.25507], [-0.14035, -1.53780, -2.12769], [2.15874, -5.83156, 1.12217], [1.61041, -3.52317, 2.22284], [-0.50290, -4.72236, -3.12969], [-1.27240, -3.57631, -5.18875], [-1.21403, -1.07451, -5.28014], [-0.42102, 0.15061, -3.25622], [-1.96592, -4.74991, 4.25565], [-1.76582, -3.70366, 5.14887], [-1.55364, -2.41835, 4.68561], [-1.53121, -2.15291, 3.31114], [-1.76646, -3.20285, 2.42247], [-1.97161, -4.48776, 2.89232], [-1.36696, -0.86943, 2.76245], [-1.04070, 0.02506, 3.57239], [-0.91744, 1.30697, 3.03342], [-1.16189, 2.37338, 3.91514], [-1.04545, 3.67550, 3.47360], [-0.67932, 3.92656, 2.15231], [-0.44158, 2.85907, 1.29035], [-0.50456, 1.52365, 1.69895], [-2.11601, -5.75924, 4.61782], [-1.77619, -3.89433, 6.21569], [-1.39698, -1.59614, 5.37091], [-1.76394, -2.99596, 1.36119], [-2.13425, -5.29152, 2.18492], [-1.50483, 2.16999, 4.92694], [-1.24757, 4.49928, 4.14894], [-0.57498, 4.95053, 1.80772], [-0.16727, 3.08030, 0.25948], [4.56801, -0.02234, 2.27568], [4.03483, 0.03504, 3.54203], [2.68879, -0.10931, 3.37812], [2.39424, -0.25039, 2.05380], [3.53275, -0.19533, 1.40451], [3.65751, -0.32534, -0.03055], [2.63858, -0.47567, -0.84418], [3.15231, -0.60349, -2.10008], [4.51269, -0.53084, -2.05244], [4.82673, -0.35279, -0.72692], [5.54007, 0.08160, 2.05318], [4.64899, 0.16998, 4.41441], [1.90271, -0.10733, 4.11591], [2.50834, -0.71645, -2.95452], [5.26620, -0.57158, -2.81793], [5.75463, -0.23697, -0.36641], [0.92113, 7.14753, -5.92745], [1.07383, 6.07440, -5.13560], [0.23621, 4.98163, -5.26082], [-0.73496, 5.00450, -6.18905], [0.39907, 3.88264, -4.44304], [-0.44518, 2.85590, -4.61588], [1.39865, 3.80226, -3.46539], [1.64649, 2.30156, -2.39917], [2.22157, 4.93304, -3.36923], [3.21040, 4.96193, -2.46898], [2.07121, 6.04086, -4.17797], [2.89053, 7.09745, -4.04829], [-4.22754, 0.19544, 1.55942], [-3.94443, 0.52100, 0.13810], [-2.82616, 0.31388, -0.51515], [-3.01971, 0.82453, -1.77841], [-4.27059, 1.34411, -1.89286], [-4.85587, 1.13905, -0.66460], [-3.40293, -0.39481, 1.94167], [-5.16306, -0.35858, 1.66447], [-4.30129, 1.10941, 2.15378], [-2.23765, 0.81099, -2.51549], [-4.78405, 1.82139, -2.70874], [-5.78063, 1.42332, -0.40367]], "relative_energy_kj_mol": 90.5, "charge": -1, "e_lumo_ev": 2.001, "total_energy_ha": -5248.67534, "gap_ev": 5.91, "e_homo_ev": -3.91, "multiplicity": 1}

=====

Record 6
{"formula": "C45H56CeN7O7S", "method": "ωB97M-V with the def2-TZVPD basis set", "elements": ["Ce", "C", "C", "C", "C", "C", "C", "C", "C", "C", "C", "C", "C", "C", "C", "C", "C", "N", "C", "C", "C", "N", "C", "C", "C", "N", "C", "C", "C", "C", "C", "C", "C", "C", "C", "C", "C", "C", "N", "C", "C", "H", "H", "H", "H", "H", "H", "H", "H", "H", "H", "H", "H", "H", "H", "H", "H", "H", "H", "H", "H", "H", "H", "H", "H", "H", "H", "H", "H", "H", "H", "H", "H", "H", "H", "H", "H", "H", "H", "H", "H", "H", "H", "H", "H", "O", "S", "O", "O", "O", "C", "C", "C", "C", "C", "C", "O", "N", "C", "O", "N", "C", "O", "H", "H", "H", "H", "H", "H", "H", "H", "H", "H", "H", "N", "C", "H"], "xyz": [[-0.26096, -0.44060, 0.24133], [-2.32747, -1.73578, 6.58547], [-1.32771, -0.64067, 6.18648], [-1.56185, -0.17996, 4.78057], [-2.32853, 0.84617, 4.31025], [-3.15667, 1.86144, 5.04641], [-2.53118, 2.44990, 6.31649], [-2.29175, 0.74266, 2.85603], [-2.95920, 1.59406, 1.97745], [-3.15482, 1.40842, 0.61604], [-4.09929, 2.17005, -0.18289], [-4.72004, 3.48314, 0.18313], [-3.86541, 4.63075, -0.37883], [-4.21594, 1.50958, -1.36584], [-3.33372, 0.36049, -1.28679], [-3.25809, -0.63840, -2.24886], [-2.51333, -1.80719, -2.16805], [-1.68187, -2.13749, -1.14815], [-1.12482, -3.33317, -1.47109], [-0.18463, -4.00552, -0.70130], [0.21437, -3.65987, 0.58433], [-0.35776, -2.67849, 1.33237], [0.21080, -2.73976, 2.56818], [-0.18159, -1.96232, 3.64940], [-1.06128, -0.88513, 3.61714], [-1.52669, -0.30927, 2.48241], [1.20479, -3.79513, 2.60258], [1.21638, -4.36016, 1.36307], [2.08021, -5.46609, 0.84182], [1.36651, -6.82438, 0.87486], [2.08826, -4.12058, 3.76430], [3.21004, -3.08290, 3.91126], [-1.64117, -3.80288, -2.74322], [-2.51583, -2.85435, -3.17448], [-3.30436, -2.84005, -4.44644], [-2.61795, -1.99408, -5.52854], [-1.29480, -5.10952, -3.38668], [-2.05404, -6.27441, -2.73750], [-2.68174, 0.35079, -0.09615], [-5.14628, 1.81087, -2.49855], [-6.45600, 1.01813, -2.37916], [-2.14300, -2.08781, 7.60290], [-2.24797, -2.57993, 5.89965], [-3.34851, -1.35382, 6.53173], [-0.31294, -1.03415, 6.28061], [-1.41136, 0.19357, 6.87957], [-4.12810, 1.42050, 5.29403], [-3.36078, 2.68890, 4.36667], [-2.64791, 1.78906, 7.17512], [-3.01455, 3.39445, 6.57074], [-1.46697, 2.63665, 6.16455], [-3.45647, 2.45197, 2.40795], [-4.79902, 3.58235, 1.26706], [-5.73581, 3.53999, -0.21685], [-2.82260, 4.48601, -0.09708], [-4.20907, 5.60395, -0.02083], [-3.90644, 4.62541, -1.46893], [-3.86311, -0.50818, -3.13729], [0.29261, -4.86403, -1.15628], [0.25738, -2.21392, 4.60772], [2.99787, -5.52301, 1.43018], [2.37147, -5.22555, -0.18304], [1.09683, -7.08329, 1.90000], [2.00129, -7.61559, 0.47091], [0.44735, -6.78326, 0.28926], [2.52401, -5.11261, 3.62556], [1.49748, -4.16260, 4.68405], [3.78296, -3.02178, 2.98522], [3.88388, -3.34388, 4.73000], [2.78895, -2.09432, 4.09832], [-4.30622, -2.44691, -4.25561], [-3.42500, -3.86264, -4.81100], [-2.57671, -0.94807, -5.22368], [-3.14874, -2.06541, -6.48013], [-1.59226, -2.33672, -5.66997], [-0.21884, -5.28021, -3.29852], [-1.52455, -5.06812, -4.45301], [-1.87483, -6.28339, -1.66157], [-1.74377, -7.23719, -3.14885], [-3.12790, -6.15484, -2.88988], [-4.66503, 1.56852, -3.44886], [-5.37416, 2.87852, -2.51642], [-7.14896, 1.28119, -3.18113], [-6.93611, 1.22697, -1.42180], [-6.25591, -0.05319, -2.42133], [3.65076, -0.89179, -0.97647], [2.25523, -0.73864, -0.66741], [1.79951, 0.69150, -1.04337], [1.95699, -0.85178, 0.77912], [1.36222, -1.66143, -1.37720], [-0.12216, 3.95839, 3.63686], [1.35545, 3.57213, 3.73945], [1.95663, 3.00815, 2.42910], [3.38577, 2.51867, 2.72491], [4.10764, 1.94047, 1.51583], [2.02436, 4.14204, 1.42536], [2.80440, 5.07129, 1.53713], [1.12061, 4.08621, 0.41186], [0.15894, 3.06685, 0.16470], [-0.61450, 3.25918, -0.75468], [0.16063, 1.98641, 0.97060], [1.03256, 1.85824, 1.99765], [1.02688, 0.84322, 2.68636], [-0.45690, 4.41420, 4.57025], [-0.73649, 3.07571, 3.44480], [-0.29218, 4.67456, 2.82964], [1.46907, 2.79929, 4.50212], [1.95239, 4.43863, 4.03012], [3.31830, 1.76246, 3.50803], [3.94595, 3.37312, 3.10836], [3.58046, 1.07962, 1.12761], [5.11063, 1.61292, 1.79196], [4.19985, 2.68022, 0.71746], [1.14509, 4.81797, -0.28136], [0.57720, 0.66939, -3.18666], [0.31720, 0.57969, -2.00435], [1.53389, 0.76316, -3.49909]], "charge": -1, "e_lumo_ev": 1.135, "total_energy_ha": -3531.92901, "gap_ev": 5.31, "e_homo_ev": -4.17, "multiplicity": 1}